(1)
The following is a DFT calculation (wB97M-V/def2-TZVPD) of one molecule with the formula C3H5N3 at a distorted geometry.

Structure (XYZ):
```
11
Properties=species:S:1:pos:R:3:forces:R:3:nbo_charge:R:1
N 2.047187 -0.315735 -0.286354 -0.16 -0.03 0.06 -0.80
N -1.315606 0.289111 -0.719391 -0.24 -0.07 -0.06 -0.37
N -0.033331 0.222665 -1.188219 0.23 -0.26 0.15 -0.33
C -0.074427 -0.194109 1.117048 -0.58 0.69 -0.24 -0.54
C 0.693584 -0.073395 -0.131854 -0.04 0.27 -0.18 0.33
C -1.366713 0.025742 0.590807 -0.44 -0.54 -0.72 0.00
H -1.985028 0.788594 -1.283156 -0.12 -0.36 0.02 0.41
H -2.279713 -0.062729 1.167514 -0.06 0.51 -0.24 0.23
H -0.484290 0.846506 1.510724 1.60 -0.56 1.02 0.29
H 2.295786 -0.612256 -1.222974 -0.03 0.18 0.19 0.39
H 2.451737 -0.908892 0.423614 -0.16 0.16 -0.01 0.39
```
Forces are in eV/Å.

Results
**HOMO**: -8.4 eV
**Multiplicity**: 1
**Structure (SMILES)**: Nc1cc[nH]n1
**Orbital gap**: 9.361 eV
**Total charge**: 0

(2)
The following is a DFT calculation (wB97M-V/def2-TZVPD) of a 3-piece molecular cluster, C18H34N3O3S overall at a distorted geometry.

Structure (XYZ):
```
59
Properties=species:S:1:pos:R:3:forces:R:3:nbo_charge:R:1
S 1.603423 0.412263 2.227999 -0.03 -0.08 0.18 0.00
O 0.601220 -2.245290 -3.971967 -0.02 0.03 0.00 -0.54
O -2.451741 3.708289 -1.827834 -0.46 -0.14 -0.35 -0.36
O -0.434689 -3.628501 4.715284 -0.01 -0.01 0.00 -0.54
N 0.962859 2.952908 1.334124 -0.44 -0.63 -0.17 -0.50
N -1.968525 2.525739 -1.738442 1.01 0.60 0.90 0.01
N -0.079149 4.607774 -0.074582 0.31 -0.12 0.35 -0.81
C 0.311558 -2.735124 3.889656 0.06 -0.03 -0.04 -0.07
C -0.270954 3.583386 -3.181662 0.42 -0.15 -0.01 -0.61
C -2.208092 1.933430 -0.387367 -0.70 -0.67 0.31 0.10
C 1.386364 -2.124016 4.780638 -0.05 0.01 0.06 -0.43
C 2.432208 -2.669894 -2.541045 -0.04 0.05 0.04 -0.43
C -0.035968 3.186684 0.216223 -0.02 0.93 -0.09 0.30
C 0.122825 -3.034653 -2.882799 -0.01 0.06 0.06 -0.06
C -1.820857 0.449691 -0.293614 0.06 0.21 0.06 -0.63
C -0.544886 2.426299 -2.221265 0.07 -0.03 -0.58 0.13
C 0.248715 -3.833258 5.951990 -0.01 0.07 0.04 -0.07
C -0.346205 1.128589 -3.024932 -0.29 0.20 -0.10 -0.62
C -3.713448 2.009215 -0.073049 -0.05 -0.39 -0.35 -0.61
C 1.344973 -3.708490 -2.272147 0.03 -0.03 -0.05 -0.43
C 1.213090 1.853527 1.746478 0.34 0.12 -0.13 0.24
C 2.024226 -2.148270 -3.913350 0.02 -0.05 -0.01 -0.07
C 0.466353 2.485449 -1.042474 -0.08 -0.35 -0.05 -0.45
C 1.648408 -3.260650 5.766651 0.02 -0.04 -0.06 -0.43
C -1.447191 2.758184 0.659575 -0.05 0.30 -0.21 -0.45
H -1.446785 2.218133 1.606404 0.14 -0.11 -0.05 0.23
H 0.990983 -1.251854 5.305418 0.00 0.01 -0.01 0.21
H 2.097226 -2.934673 6.703725 -0.01 0.02 0.00 0.22
H -4.208917 2.750591 -0.692194 0.06 0.24 0.22 0.25
H 3.442470 -3.075976 -2.528695 0.00 -0.02 -0.01 0.22
H -1.006461 0.333371 -2.698387 0.22 -0.16 0.12 0.22
H -0.291363 -3.305437 6.745567 0.02 -0.01 0.02 0.16
H 1.347388 3.026682 -1.394604 0.04 -0.05 0.02 0.23
H -2.297220 0.050490 0.602758 0.10 0.00 0.06 0.22
H -0.590978 1.313456 -4.071458 0.01 -0.03 -0.01 0.22
H 0.248273 -4.898634 6.184948 -0.02 -0.01 -0.02 0.18
H 2.316363 -1.110202 -4.080418 -0.03 0.01 -0.02 0.18
H -0.749260 0.289452 -0.193243 0.02 -0.13 -0.12 0.21
H 0.804376 1.474495 -0.813132 -0.04 0.02 0.17 0.22
H -0.356396 5.097568 0.771172 -0.17 0.06 -0.10 0.36
H 2.376879 -1.869584 -1.799144 0.00 0.01 0.00 0.20
H -2.018237 3.674541 0.815030 0.01 0.00 0.06 0.24
H -0.365088 -1.992022 3.465593 -0.02 -0.01 0.01 0.19
H -2.211846 -0.112844 -1.138977 0.01 -0.02 -0.01 0.22
H -3.876348 2.206026 0.986118 -0.01 0.14 -0.02 0.21
H 2.268636 -1.813037 4.223478 0.02 -0.03 0.02 0.22
H 0.758667 -3.305632 3.067129 0.01 0.03 -0.02 0.16
H -4.181365 1.045702 -0.285855 -0.02 0.03 -0.05 0.21
H -1.044213 3.658528 -3.942267 -0.10 0.12 0.11 0.23
H 2.453082 -2.760337 -4.714026 0.04 0.01 0.01 0.17
H 0.870025 4.920559 -0.260747 -0.05 0.03 -0.14 0.36
H 2.305936 -4.006111 5.314253 0.00 -0.01 0.00 0.20
H 0.663618 3.338180 -3.695662 0.02 0.02 0.01 0.20
H -0.367171 -2.375100 -2.156417 -0.01 -0.02 0.02 0.16
H 0.695042 0.809800 -2.978588 -0.02 -0.12 0.01 0.21
H -0.123963 4.525702 -2.661960 -0.30 0.07 -0.03 0.23
H 1.571418 -4.635795 -2.802403 -0.01 0.00 0.00 0.20
H -0.616207 -3.743494 -3.257541 0.00 0.01 -0.02 0.19
H 1.212433 -3.943387 -1.217055 0.00 0.02 0.01 0.22
```
Forces are in eV/Å.

Results
**HOMO (spin up / spin down)**: -8.4 / -9.4 eV
**Multiplicity**: 2
**Orbital gap (spin up / spin down)**: 8.719 / 9.712 eV
**Total charge**: 0
**Expectation value of S²**: 0.754

(3)
The following is a DFT calculation (wB97M-V/def2-TZVPD) of C44H51BCsN9O2Sb2 as an isolated structure.

Structure (XYZ):
```
110
Properties=species:S:1:pos:R:3:forces:R:3:lowdin_charge:R:1
Cs 0.394387 -0.659939 0.283628 0.18 -0.06 0.33 1.01
Sb -0.557640 1.255780 -2.910966 -0.07 -0.22 -0.16 1.31
Sb -0.477518 3.578214 -0.066255 -0.10 0.26 -0.07 1.30
O -1.534181 -1.359176 -1.546312 -0.26 0.12 -0.65 -0.31
O 1.688436 -5.833632 1.159725 -0.07 0.05 -0.01 -0.04
N 2.471606 4.096134 1.400946 0.12 0.03 0.08 0.05
N -0.695125 -3.511601 -0.117134 0.37 -0.13 0.14 0.10
N 0.931264 1.637775 2.553027 -0.10 -0.03 -0.10 0.00
N 3.206901 2.261214 -0.873629 -0.05 -0.19 0.10 0.08
N 3.383958 3.207137 1.845832 0.00 -0.21 -0.07 -0.05
N -3.517288 -1.597749 -0.457885 0.12 -0.28 0.09 0.15
N 3.259439 1.337368 0.110819 -0.08 0.02 -0.05 -0.05
N 2.144428 1.059804 2.477531 0.08 0.15 -0.19 -0.08
N 1.765761 -3.522378 1.093152 -0.15 0.08 -0.14 0.06
C -2.630660 -4.624633 -0.938051 -0.02 0.01 -0.02 -0.01
C 5.240580 -3.053008 2.282168 -0.02 0.01 0.00 -0.08
C 2.910115 5.285534 1.786143 0.05 -0.04 0.04 -0.19
C -0.885341 5.487709 0.913441 0.17 -0.12 0.09 -0.34
C 0.122057 2.846186 -4.257830 -0.07 0.17 0.13 -0.33
C 0.192787 0.844821 3.317225 0.06 0.03 0.07 -0.24
C -2.014826 -5.844590 -0.701731 0.02 0.02 0.00 -0.06
C 1.356009 -3.885199 3.864637 0.01 -0.05 -0.02 -0.05
C 2.884525 -3.470117 1.917708 0.16 -0.15 0.27 -0.23
C -1.854495 6.638558 -3.730101 -0.01 -0.08 -0.08 -0.11
C 0.587292 4.508689 -1.774765 -0.08 0.03 -0.01 -0.33
C -5.534228 -2.841061 0.015162 -0.03 0.02 -0.14 -0.24
C -2.158297 5.828888 -4.817396 0.06 0.01 0.08 -0.12
C -0.108291 -4.676276 0.148091 -0.35 -0.11 -0.12 -0.17
C -2.555399 1.127877 -3.695194 0.02 0.01 0.03 -0.31
C -4.274840 -2.362735 0.427135 0.05 0.06 0.05 -0.24
C -1.913492 -3.472799 -0.646318 0.11 -0.02 0.04 -0.21
C -0.565974 4.160205 -4.022446 0.11 -0.11 -0.04 -0.28
C 4.424559 -3.348928 -0.081561 0.01 -0.01 0.17 -0.04
C 3.793875 -3.342225 4.165335 0.11 0.06 -0.09 -0.08
C -2.372504 -2.050751 -0.912234 -0.43 0.27 0.10 -0.56
C 3.421360 0.100140 -0.409147 -0.04 0.09 0.13 -0.22
C -4.690037 -3.316330 2.609983 -0.02 0.02 -0.02 -0.07
C 2.715181 -3.551631 3.320959 -0.03 0.02 -0.07 -0.22
C -2.576005 -2.014554 2.301521 -0.06 -0.04 0.02 -0.04
C -0.935140 6.197273 -2.792635 0.03 0.01 0.05 -0.08
C -5.909910 -3.822387 2.188269 -0.01 0.01 -0.05 -0.12
C -1.506520 4.611941 -4.951112 0.00 -0.01 -0.01 -0.07
C 4.380439 3.833928 2.506082 -0.05 -0.01 -0.05 -0.11
C -5.972517 -2.562276 -1.397848 0.00 -0.04 0.11 -0.06
C -0.740888 -5.878893 -0.156857 -0.10 -0.09 -0.03 -0.01
C -2.489008 3.597968 -0.911569 -0.01 -0.04 0.02 -0.35
C 0.929227 -0.266786 3.764676 0.08 0.05 0.03 -0.11
C -6.330521 -3.567870 0.888602 0.05 0.03 0.05 -0.08
C 4.176253 -3.272940 1.408008 0.03 0.08 -0.17 -0.22
C -0.296139 4.956736 -2.889268 0.00 -0.01 0.02 -0.30
C 0.289381 -0.313206 -4.117994 -0.02 -0.02 0.08 -0.32
C 2.180042 -0.076517 3.210867 0.02 -0.03 -0.12 -0.13
C -3.868643 -2.578043 1.761702 0.01 0.02 0.05 -0.20
C 3.312846 1.584967 -2.009573 -0.02 -0.08 -0.01 -0.20
C 3.444495 0.200701 -1.781715 -0.03 0.08 -0.01 -0.10
C 4.121128 5.185136 2.497597 -0.03 0.08 -0.02 -0.10
C 1.237213 -4.705965 0.853485 0.20 -0.01 0.13 -0.53
C 5.062306 -3.069323 3.654581 -0.14 0.00 0.02 -0.12
B 3.312376 1.674105 1.637645 0.11 0.30 0.28 -0.53
H 3.644113 -3.382945 5.239961 -0.03 -0.01 -0.01 0.10
H 0.589623 -3.248898 3.414807 0.03 0.00 0.03 0.06
H 1.195030 2.923114 -4.063647 -0.02 0.02 0.00 0.04
H 5.895283 -2.881230 4.321506 0.01 -0.01 0.00 0.08
H -2.334707 7.602311 -3.608750 0.00 0.00 0.00 0.09
H -0.232816 -6.807284 0.059961 0.06 0.03 0.03 0.10
H -5.844315 -1.503377 -1.627324 0.00 -0.01 -0.03 0.07
H -7.015492 -2.848428 -1.550029 0.01 -0.01 0.01 0.06
H 0.607815 -1.075840 4.398111 0.02 -0.01 -0.01 0.08
H -2.884031 6.144008 -5.557468 0.00 0.00 0.00 0.09
H 3.466751 -0.767628 0.230783 0.13 0.01 0.08 0.09
H 1.099694 -4.916323 3.605625 -0.02 0.02 0.00 0.08
H -2.994714 2.125829 -3.739717 0.00 -0.02 0.02 -0.01
H 1.365617 -0.162060 -4.215527 -0.02 -0.03 0.04 -0.01
H 3.529786 -0.604148 -2.493036 0.02 0.03 -0.01 0.09
H -6.530729 -4.394681 2.867833 0.00 0.00 -0.01 0.08
H -1.660552 5.326309 1.665975 0.01 -0.01 -0.03 -0.01
H 1.331502 -3.779080 4.951346 -0.01 0.02 0.00 0.07
H -0.165244 -0.336740 -5.109804 -0.02 0.06 0.02 0.00
H -4.365321 -3.492247 3.630701 0.02 0.02 -0.01 0.10
H -5.353783 -3.107738 -2.116179 -0.01 0.03 -0.02 0.07
H 5.198009 3.272824 2.927898 -0.03 -0.02 -0.02 0.10
H 2.349689 6.176711 1.540669 -0.01 -0.05 -0.01 0.08
H -3.123898 0.498047 -3.009119 0.02 0.03 -0.04 -0.01
H -2.562748 0.682349 -4.691325 0.05 0.01 0.01 0.00
H 4.713419 5.973877 2.932316 -0.02 -0.02 -0.01 0.07
H 3.078891 -0.670252 3.270885 0.00 -0.03 0.00 0.11
H -2.438203 -0.960824 2.041450 -0.12 -0.05 -0.13 0.07
H -0.008365 2.519712 -5.290595 -0.06 -0.01 0.00 0.05
H 0.013417 5.841610 1.421589 -0.04 -0.03 -0.04 -0.03
H -2.578181 -2.086686 3.390780 0.07 -0.02 0.00 0.07
H 3.302683 2.117312 -2.950366 -0.01 -0.01 0.01 0.09
H 4.322029 1.172320 2.084769 -0.03 0.09 0.00 0.12
H -0.707357 6.824834 -1.937594 0.01 -0.02 -0.01 0.10
H -0.838640 1.104818 3.508803 0.01 -0.02 0.04 0.10
H 1.091097 5.360122 -1.313909 0.02 -0.04 0.03 0.05
H -1.721844 3.982204 -5.808622 0.00 0.01 0.00 0.10
H 6.230698 -2.874184 1.872775 -0.01 -0.01 -0.03 0.10
H -2.784691 2.588497 -1.201707 -0.02 0.05 -0.01 -0.03
H 5.216656 -4.073150 -0.285359 0.00 0.00 -0.03 0.07
H -2.539783 -6.764821 -0.933195 0.03 -0.02 0.01 0.10
H 3.521303 -3.671142 -0.594775 -0.01 0.02 -0.03 0.07
H 4.742025 -2.389598 -0.498076 0.01 -0.01 -0.01 0.06
H 0.086822 -1.252094 -3.600795 0.04 0.02 -0.04 -0.01
H -2.604213 4.274177 -1.761112 0.04 -0.02 0.00 0.00
H -1.234217 6.243973 0.208621 -0.01 -0.07 -0.04 -0.02
H 1.350794 3.786979 -2.058217 -0.03 0.03 -0.02 0.01
H -1.704491 -2.560331 1.930622 0.00 0.02 0.00 0.05
H -3.637318 -4.570646 -1.332025 0.02 0.05 0.00 0.10
H -7.291675 -3.939968 0.547006 0.00 0.01 -0.02 0.09
H -3.160213 3.929138 -0.114676 0.02 -0.01 0.00 -0.01
```
Forces are in eV/Å.

Results
**HOMO**: -3.1 eV
**Multiplicity**: 1
**Orbital gap**: 6.834 eV
**Total charge**: -2

(4)
The following is a DFT calculation (wB97M-V/def2-TZVPD) of a 13-piece molecular cluster, H25O13 overall at a distorted geometry.

Structure (XYZ):
```
38
Properties=species:S:1:pos:R:3:forces:R:3:nbo_charge:R:1
O 11.180728 30.349407 2.843140 -0.34 0.39 1.17 -1.26
O 10.411688 30.307849 6.224465 -1.38 -0.61 1.33 -0.99
O 10.524437 30.928756 0.224967 -1.59 2.15 -1.44 -0.94
O 10.827546 27.699519 0.327570 0.51 -0.70 -0.99 -0.96
O 12.759167 29.066142 4.640935 0.79 0.02 0.27 -0.98
O 12.552158 31.881071 5.862285 1.82 -0.92 -0.11 -0.96
O 12.600002 32.653866 1.031344 0.35 0.80 -0.49 -0.98
O 10.276164 27.846530 3.209580 0.70 -0.59 1.25 -1.00
O 9.014089 32.334792 4.946723 -1.32 -0.86 1.05 -1.02
O 13.182098 29.370585 1.508706 0.41 -0.35 -0.59 -1.01
O 8.600406 30.703492 2.662571 -0.80 0.11 -0.49 -0.97
O 11.347897 32.967864 3.535315 -0.42 -0.17 1.45 -1.02
O 8.048994 29.533304 5.110039 -1.44 -0.11 -0.07 -0.98
H 11.131698 28.157151 1.108211 0.25 0.25 0.47 0.49
H 9.913434 30.954058 6.760199 0.00 -0.41 -0.38 0.48
H 9.691121 32.714264 4.405009 0.72 0.09 -0.75 0.49
H 12.497338 32.524693 5.166022 -0.74 1.01 -0.76 0.50
H 12.447416 29.807586 1.995241 0.53 -0.26 0.33 0.50
H 12.247575 29.484929 3.938749 0.28 0.13 -0.44 0.48
H 11.668646 27.474280 -0.118890 -0.72 0.30 0.35 0.47
H 11.395316 32.056729 3.192887 0.10 -0.43 -0.26 0.51
H 13.601461 28.734639 2.102586 -0.36 0.33 0.12 0.47
H 9.783747 31.570645 0.425726 1.24 -1.25 -0.41 0.46
H 10.519014 28.779996 3.093413 -0.25 0.12 -0.51 0.49
H 11.102673 30.876626 5.919233 1.53 0.65 -0.51 0.50
H 8.877080 29.645598 5.571310 0.88 -0.49 0.17 0.49
H 11.850234 32.079311 0.809577 0.09 -0.15 -0.35 0.49
H 9.571376 30.628503 2.773712 -0.07 0.01 -0.52 0.49
H 8.806024 31.414548 4.644598 0.10 1.33 -0.14 0.51
H 9.636979 27.606031 2.560452 -0.66 0.02 -0.79 0.47
H 12.154775 28.407666 4.966902 -0.34 -0.51 0.35 0.48
H 8.444617 31.372430 1.985108 0.07 -0.12 0.31 0.44
H 10.787442 30.630761 1.076978 0.13 -0.92 1.68 0.50
H 13.327271 31.366361 5.518339 -1.07 0.02 0.77 0.49
H 7.947061 28.626477 4.796548 0.54 0.34 0.10 0.48
H 12.892570 33.008403 0.172228 -0.19 -0.35 0.58 0.46
H 10.950205 30.379831 3.793563 0.03 0.27 -0.45 0.47
H 11.636360 33.499927 2.823416 0.64 0.83 -1.32 0.49
```
Forces are in eV/Å.

Results
**HOMO**: -6.9 eV
**Multiplicity**: 1
**Orbital gap**: 9.888 eV
**Total charge**: -1

(5)
The following is a DFT calculation (wB97M-V/def2-TZVPD) of one molecule with the formula CH5NOP2 at a distorted geometry.

Structure (XYZ):
```
10
Properties=species:S:1:pos:R:3:forces:R:3:nbo_charge:R:1
P -1.427633 1.849901 -1.381682 1.26 0.85 1.00 0.68
P -0.014272 -0.915347 1.098034 0.13 -1.09 1.16 0.94
O -1.381620 0.991613 0.065766 1.40 -1.23 -0.02 -0.65
N -0.120464 0.233857 0.056943 -0.88 1.82 -1.26 -0.60
C 1.765770 -1.484201 0.788668 -2.06 0.51 -1.89 -0.95
H -2.387294 2.737694 -0.882958 -0.02 0.56 0.20 -0.07
H 1.861634 -2.398878 1.372237 0.23 -0.23 -0.56 0.23
H 2.345313 -0.710974 1.265406 0.63 0.25 -0.31 0.24
H -2.454671 1.233168 -1.991374 -1.25 -1.30 -0.95 -0.09
H 1.813236 -1.536833 -0.391041 0.57 -0.13 2.62 0.26
```
Forces are in eV/Å.

Results
**HOMO**: -9.3 eV
**Multiplicity**: 1
**Structure (SMILES)**: C/P=N/OP
**Orbital gap**: 9.251 eV
**Total charge**: 0

(6)
The following is a DFT calculation (wB97M-V/def2-TZVPD) of a 2-piece molecular cluster, C4H7N2 overall at a distorted geometry.

Structure (XYZ):
```
13
Properties=species:S:1:pos:R:3:forces:R:3:nbo_charge:R:1
N -0.525051 0.740364 -0.206480 -1.51 -1.12 -2.33 -0.07
N -2.043743 2.151559 0.711319 0.35 -0.92 -0.21 -0.11
C 0.809299 0.653940 0.269013 1.58 -1.42 3.05 -0.30
C 0.923513 -0.622198 -0.571447 0.03 -0.06 1.66 -0.06
C -0.699528 -0.534839 -0.724276 0.80 0.72 2.13 0.02
C 0.117067 -1.655520 0.074293 0.68 3.45 3.28 -0.37
H 1.514949 -0.671784 -1.438034 0.40 -0.07 -1.19 0.28
H 0.090799 -1.407749 1.234207 -0.30 -0.84 -2.41 0.26
H 1.013656 0.447027 1.392917 -0.83 0.12 -1.56 0.26
H 0.002683 -2.682216 -0.121821 -0.12 -0.88 -1.12 0.29
H -1.211875 -0.899593 -1.576987 -1.25 0.47 -0.45 0.27
H -1.392868 2.941384 0.844254 0.14 0.18 -0.06 0.25
H 1.401102 1.539624 0.113040 0.03 0.36 -0.79 0.27
```
Forces are in eV/Å.

Results
**HOMO (spin up / spin down)**: -15.6 / -14.4 eV
**Multiplicity**: 1
**Orbital gap (spin up / spin down)**: 8.561 / 7.831 eV
**Total charge**: +1

Number 1: electronic energy -281.4751 a.u.. Number 2: electronic energy -1494.3216 a.u.. Number 3: electronic energy -2876.2328 a.u.. Number 4: electronic energy -993.1991 a.u.. Number 5: electronic energy -853.6866 a.u.. Number 6: electronic energy -265.5345 a.u..